# 1
A molecular structure, C30H26BrCl5N7OW in a non-equilibrium geometry, computed with the ωB97M-V functional and the def2-TZVPD basis.

```
71
Properties=species:S:1:pos:R:3:lowdin_spin:R:1
W -13.81458 -3.90635 -12.96210 1.628
O -13.96384 -6.30355 -9.50138 0.025
C -13.96132 -5.85726 -10.63063 0.014
N -13.77084 -4.53852 -10.96228 0.025
C -13.80211 -3.56700 -9.89093 0.006
C -13.47070 -2.18669 -10.38296 0.013
C -13.31490 -1.19648 -9.50195 -0.002
C -13.04177 0.06959 -10.00084 0.015
C -12.78854 0.26984 -11.37261 0.000
C -12.93366 -0.85888 -12.19315 0.017
N -13.33143 -2.10198 -11.74899 0.014
C -14.02639 -6.71454 -11.85346 0.006
C -14.26876 -8.06088 -11.79821 -0.001
C -14.18542 -8.78871 -12.98513 0.007
C -13.83074 -8.15421 -14.13738 0.000
C -13.66850 -6.80370 -14.13104 0.010
N -13.83801 -6.07181 -13.05305 0.012
H -13.04625 -3.84598 -9.20996 0.001
H -14.78240 -3.59888 -9.33556 0.002
H -13.50593 -1.37202 -8.43754 0.000
H -12.99812 0.89178 -9.26567 0.001
H -12.36542 1.17971 -11.71563 0.000
H -12.76280 -0.75649 -13.29520 0.001
H -14.44853 -8.49916 -10.80585 0.000
H -14.48104 -9.82628 -13.03035 0.000
H -13.80824 -8.63596 -15.08157 0.000
H -13.35379 -6.27912 -15.05099 0.001
Cl -16.17262 -0.96412 -12.45193 0.010
C -15.36070 -1.17221 -14.00096 0.024
C -14.71721 -2.37992 -14.18628 0.003
C -14.14300 -2.45932 -15.45378 0.025
Cl -13.12547 -3.92877 -15.50758 0.019
C -14.20510 -1.58293 -16.48956 -0.004
Cl -13.54880 -2.00896 -18.00937 -0.004
C -14.80170 -0.33436 -16.24177 0.021
Cl -14.81104 0.86758 -17.42102 0.009
C -15.43305 -0.16364 -15.02058 -0.006
Cl -16.07620 1.37334 -14.65462 -0.004
Br -20.44510 -5.37967 -13.26569 0.005
C -18.64437 -4.93684 -13.20378 0.016
C -18.06764 -4.58050 -12.03006 0.000
C -16.69035 -4.39955 -12.02916 0.029
C -15.90230 -4.41357 -13.17889 0.007
C -16.54027 -4.85542 -14.37579 0.015
C -17.92052 -5.03476 -14.41806 -0.001
H -18.58033 -4.60008 -11.05731 0.000
H -16.17647 -4.19251 -11.04234 0.002
H -16.03967 -4.66513 -15.27865 0.001
H -18.36974 -5.39258 -15.32987 0.000
C -10.66609 -4.11003 -11.79055 0.003
N -9.23251 -4.27683 -11.81497 0.002
C -8.59829 -3.15573 -12.55760 0.000
N -9.18185 -3.04135 -13.90705 0.001
C -10.64103 -2.79364 -13.81802 0.005
N -11.27611 -4.01085 -13.14211 0.023
C -10.82079 -5.31805 -13.85811 0.002
N -9.43223 -5.40888 -13.91231 0.000
C -8.86582 -5.53692 -12.58350 0.000
C -8.90899 -4.23369 -14.63018 0.000
H -11.02573 -3.25655 -11.23756 0.000
H -11.13145 -4.94242 -11.30567 0.000
H -7.49781 -3.42435 -12.60145 0.000
H -8.74329 -2.18270 -11.95460 0.000
H -11.04742 -2.68625 -14.79275 0.001
H -10.81985 -1.96488 -13.07471 0.001
H -11.27940 -5.32038 -14.86220 0.000
H -11.22833 -6.12446 -13.22894 0.000
H -7.79441 -5.60152 -12.72095 0.000
H -9.26858 -6.48806 -12.13232 0.000
H -9.37820 -4.23151 -15.58890 0.000
H -7.85225 -4.34205 -14.68015 0.000
```

E_tot: -178483.316 eV
Largest force on an atom: 4.11 eV/Å
Relative energy (zero: lowest compared OMol25 entry of this formula, charge and spin): 31.42 kcal per mole
Frontier orbital gap (alpha / beta): 6.90 / 6.94 eV
Spin multiplicity: 3
Net charge: +1

***

# 2
A molecular structure, C30H26Cl3N5SbSiV, computed with the ωB97M-V functional and the def2-TZVPD basis.

```
67
Properties=species:S:1:pos:R:3:lowdin_spin:R:1
V 0.14140 0.21266 0.02420 2.067
C 0.42984 3.78122 -0.45921 0.003
C 0.84550 3.23315 0.86727 0.007
C 1.34503 4.07529 1.86162 -0.001
C 1.83887 3.54167 3.03023 0.008
C 1.86509 2.15614 3.18190 -0.002
C 1.32363 1.36562 2.18812 0.006
N 0.78765 1.91148 1.07813 -0.012
Sb 1.56586 -0.76192 2.63192 -0.001
C 2.13087 -1.61029 0.68689 0.003
C 3.28034 -2.37280 0.71719 0.001
C 3.61655 -3.13469 -0.40247 0.001
C 2.78337 -3.10723 -1.49581 0.001
C 1.64386 -2.29661 -1.48425 0.003
C 0.75392 -2.24922 -2.68746 0.001
N 1.33892 -1.56546 -0.40954 -0.002
C -0.41954 -1.49849 2.32438 0.002
C -0.99211 -2.24664 3.32790 0.000
C -2.14296 -2.97746 3.04101 0.001
C -2.60541 -2.98962 1.74562 0.000
C -1.97485 -2.22077 0.76715 0.002
C -2.40001 -2.33961 -0.65851 0.003
N -0.93549 -1.43074 1.07697 -0.012
H 1.32682 3.95542 -1.06110 0.000
H -0.08500 4.73303 -0.34475 0.000
H -0.22662 3.09742 -0.98898 0.001
H 1.33992 5.14354 1.69374 0.000
H 2.22022 4.18494 3.81215 0.000
H 2.29864 1.71482 4.06979 0.000
H 3.90388 -2.39824 1.60153 0.000
H 4.50602 -3.75083 -0.39964 0.000
H 2.99268 -3.70679 -2.37150 0.000
H 0.61021 -3.25258 -3.08775 0.000
H 1.21391 -1.65224 -3.47900 0.000
H -0.21826 -1.82644 -2.45018 0.001
H -0.55231 -2.27346 4.31598 0.000
H -2.63832 -3.55262 3.81177 0.000
H -3.46026 -3.58933 1.46474 0.000
H -3.47761 -2.46012 -0.74386 0.000
H -1.92586 -3.22340 -1.09372 0.000
H -2.09700 -1.47456 -1.23937 0.002
C -2.36771 1.00596 -3.55098 -0.002
C -1.92242 0.73743 -2.25481 0.016
N -0.63925 0.71513 -1.90905 -0.001
C 0.27187 1.03060 -2.87235 0.006
C -0.08189 1.29592 -4.19940 0.000
C -1.44832 1.26812 -4.53155 0.015
C 0.93988 1.60312 -5.15970 0.000
C 2.23601 1.68091 -4.79264 -0.002
C 2.62076 1.46940 -3.42785 0.000
C 3.94400 1.61247 -2.97229 0.004
C 4.21896 1.43984 -1.63922 0.000
C 3.17476 1.10650 -0.77124 0.004
N 1.92891 0.94321 -1.17416 -0.006
C 1.64514 1.13269 -2.48088 0.001
H -3.42935 1.00059 -3.75214 0.000
H -2.64908 0.52543 -1.48268 0.000
H -1.75655 1.46888 -5.55005 0.001
H 0.64279 1.78400 -6.18455 0.000
H 3.00509 1.92309 -5.51456 0.000
H 4.72751 1.87007 -3.67393 0.000
H 5.21911 1.56032 -1.24817 0.000
H 3.36598 0.97310 0.28736 0.000
Cl -3.85915 0.30797 0.78277 -0.023
Si -2.02330 1.27883 1.04863 -0.061
Cl -2.49211 3.19030 0.36741 -0.018
Cl -1.84111 1.46786 3.10003 -0.017
```

E_tot: -116646.238 eV
Largest force on an atom: 0.29 eV/Å
Relative energy (zero: lowest compared OMol25 entry of this formula, charge and spin): 0.00 kcal per mole
Frontier orbital gap (alpha / beta): 7.99 / 7.42 eV
Spin multiplicity: 3
Net charge: +2

***

# 3
A molecular structure, C30H26F5N7O4STi in a non-equilibrium geometry, computed with the ωB97M-V functional and the def2-TZVPD basis.

```
74
Properties=species:S:1:pos:R:3:lowdin_spin:R:1
Ti 0.57070 0.06709 0.15096 0.902
C 3.10739 -3.13613 1.60496 0.071
C 2.32554 -2.01385 1.58050 0.040
N 1.98151 -1.41076 0.42144 0.119
C 2.47290 -1.96707 -0.72371 0.071
C 3.27562 -3.11112 -0.65233 0.005
N 3.58864 -3.70332 0.47900 0.058
C 2.08988 -1.26880 -1.93345 0.129
C 2.56457 -1.47388 -3.21686 -0.007
C 2.14007 -0.64963 -4.24637 0.114
C 1.25407 0.42071 -3.94889 0.028
C 0.83223 0.60940 -2.67956 0.071
N 1.19870 -0.25314 -1.68356 0.131
C 0.04906 1.73847 -2.14535 0.033
C -0.42494 2.82384 -2.85061 -0.004
N -1.04891 3.84618 -2.26456 0.039
C -1.18836 3.79063 -0.94459 0.013
C -0.73462 2.71521 -0.19814 0.043
N -0.12808 1.67756 -0.81083 0.021
C 2.64322 -0.83638 -5.63021 0.010
C 3.95879 -1.21368 -5.88289 0.016
C 4.38505 -1.34640 -7.19523 -0.002
N 3.59830 -1.13739 -8.25447 0.017
C 2.33522 -0.78174 -8.00475 -0.002
C 1.81972 -0.61793 -6.72739 0.015
H 3.35643 -3.61338 2.54328 0.003
H 1.96043 -1.57526 2.49866 0.001
H 3.66382 -3.55733 -1.56385 -0.001
H 3.25472 -2.28695 -3.41641 -0.003
H 0.95754 1.11253 -4.72814 0.000
H -0.29278 2.87652 -3.92649 -0.001
H -1.69038 4.62067 -0.46220 0.000
H -0.85218 2.67027 0.86839 0.001
H 4.65491 -1.37401 -5.06714 0.001
H 5.41104 -1.62417 -7.40920 0.000
H 1.70242 -0.62160 -8.87291 0.000
H 0.77718 -0.34207 -6.59405 0.000
N 2.39988 1.48875 0.46156 0.011
C 2.59578 1.63507 1.93213 0.001
C 1.44548 1.01308 2.70993 0.001
O 1.48118 0.92333 3.90439 -0.001
O 0.46839 0.57353 1.91275 0.002
H 3.24765 1.18513 0.01567 0.001
H 2.15393 2.37802 0.05821 0.002
H 2.67730 2.67386 2.23403 0.000
H 3.50211 1.13161 2.25024 0.000
C -1.26764 -2.06693 1.59948 0.002
O -0.71052 -1.66283 0.31227 0.026
C -1.44991 -2.24462 -0.79613 0.005
C -2.64062 -1.46327 -1.24531 0.001
O -2.16785 -0.25404 -1.79159 0.009
C -3.22538 0.58691 -2.22199 0.000
H -1.22977 -3.15230 1.65654 0.000
H -2.27797 -1.68858 1.70850 0.000
H -0.66269 -1.62385 2.37542 0.000
H -1.74250 -3.24354 -0.48471 0.000
H -0.75468 -2.30878 -1.62707 0.001
H -3.33013 -1.27380 -0.41758 0.000
H -3.15547 -2.04773 -2.01726 0.000
H -3.79917 0.10362 -3.02246 0.000
H -2.78327 1.50871 -2.60119 0.000
H -3.88028 0.83196 -1.38391 0.000
F -6.85875 3.81992 4.58767 0.000
C -5.95160 3.15928 3.86382 0.000
C -5.68127 1.83563 4.11951 0.000
F -6.33407 1.21435 5.10681 0.000
C -4.74451 1.16104 3.36588 0.000
F -4.54460 -0.12380 3.66594 0.000
C -4.02756 1.75662 2.32732 0.001
S -2.86012 0.89677 1.36322 0.005
C -4.33356 3.09756 2.11476 0.000
F -3.69855 3.78122 1.14618 0.000
C -5.26923 3.79073 2.85190 0.000
F -5.52016 5.08059 2.59192 0.000
```

E_tot: -97691.227 eV
Largest force on an atom: 2.24 eV/Å
Relative energy (zero: lowest compared OMol25 entry of this formula, charge and spin): 29.75 kcal per mole
Frontier orbital gap (alpha / beta): 5.33 / 4.89 eV
Spin multiplicity: 3
Net charge: 0